{"formula": "C6H14O2", "method": "the ωB97M-V functional and the def2-TZVPD basis", "smiles": "C=C(C)CCCO.O", "e_homo_ev": -9.29, "energy_ha": -387.4311, "lumo_energy_ev": 0.625, "gap_ev": 9.92, "de_lowest_kj_mol": 200.6, "symbols": ["C", "C", "C", "C", "C", "C", "O", "H", "H", "H", "H", "H", "H", "H", "H", "H", "H", "H", "H", "O", "H", "H"], "coordinates": [[-1.449, -0.987, 1.619], [-1.244, 0.243, 1.139], [-2.360, 1.261, 1.181], [0.105, 0.702, 0.549], [-0.114, 1.335, -0.839], [-0.029, 0.285, -1.943], [1.337, -0.096, -2.110], [-0.833, -1.785, 1.180], [-2.372, -1.515, 1.865], [-3.236, 0.906, 1.729], [-1.937, 2.205, 1.545], [-2.675, 1.533, 0.190], [0.639, 1.254, 1.321], [0.795, -0.161, 0.398], [-1.038, 1.911, -0.885], [0.586, 2.137, -1.052], [-0.310, 0.727, -2.927], [-0.584, -0.625, -1.715], [1.643, -0.901, -1.671], [2.908, -2.173, 0.510], [2.363, -2.714, 1.086], [3.575, -1.869, 1.138]], "mulliken_charge": [-0.812, 0.725, -1.436, -0.274, -0.636, -0.517, -0.555, 0.199, 0.307, 0.379, 0.329, 0.336, 0.346, -0.014, 0.425, 0.337, 0.287, 0.275, 0.306, -0.631, 0.315, 0.308]}

{"formula": "C15H15N3O6S", "method": "the ωB97M-V functional and the def2-TZVPD basis", "smiles": "C[C@@H](Oc1ccccc1)C(=O)NNS(=O)(=O)c1ccc([N+](=O)[O-])cc1", "e_homo_ev": -9.01, "energy_ha": -1594.3675, "lumo_energy_ev": -0.848, "gap_ev": 8.16, "de_lowest_kj_mol": 7.7, "symbols": ["C", "C", "O", "C", "C", "C", "C", "C", "C", "C", "O", "N", "N", "S", "O", "O", "C", "C", "C", "C", "N", "O", "O", "C", "C", "H", "H", "H", "H", "H", "H", "H", "H", "H", "H", "H", "H", "H", "H", "H"], "coordinates": [[1.810, 2.216, -0.256], [1.363, 1.103, -1.201], [2.429, 0.355, -1.752], [3.247, -0.386, -0.935], [4.428, -0.829, -1.528], [5.318, -1.605, -0.813], [5.045, -1.947, 0.502], [3.871, -1.512, 1.089], [2.968, -0.736, 0.380], [0.270, 0.226, -0.584], [-0.504, 0.611, 0.264], [0.236, -1.034, -1.107], [-0.917, -1.768, -0.852], [-2.317, -1.103, -1.572], [-1.892, -0.192, -2.594], [-3.154, -2.212, -1.915], [-3.065, -0.202, -0.223], [-3.322, 1.147, -0.371], [-3.887, 1.841, 0.683], [-4.182, 1.157, 1.856], [-4.768, 1.882, 2.966], [-4.985, 3.062, 2.811], [-5.004, 1.260, 3.977], [-3.931, -0.203, 1.995], [-3.367, -0.891, 0.936], [0.930, 2.677, 0.182], [2.378, 2.962, -0.805], [2.434, 1.821, 0.542], [0.887, 1.559, -2.082], [4.625, -0.550, -2.551], [6.230, -1.942, -1.283], [5.742, -2.550, 1.063], [3.647, -1.775, 2.111], [2.053, -0.422, 0.859], [0.675, -1.149, -2.018], [-0.802, -2.757, -1.021], [-3.060, 1.631, -1.297], [-4.099, 2.898, 0.618], [-4.175, -0.694, 2.925], [-3.153, -1.945, 0.996]], "mulliken_charge": [-1.293, 0.461, -0.545, 0.671, -0.588, -0.406, -0.551, -0.853, 0.028, 0.182, -0.576, 0.146, -0.555, 1.365, -0.649, -0.720, 0.064, -0.167, -0.489, 0.025, 1.011, -0.610, -0.611, -0.628, -0.577, 0.356, 0.375, 0.327, 0.337, 0.423, 0.383, 0.388, 0.387, 0.435, 0.266, 0.296, 0.531, 0.479, 0.475, 0.409]}

{"formula": "C14H23N2OOsP", "method": "the ωB97M-V functional and the def2-TZVPD basis", "s2": 6.02, "total_charge": 2, "e_homo_ev": [-15.77, -15.83], "energy_ha": -1163.2040, "lumo_energy_ev": [-7.340, -10.286], "gap_ev": [8.43, 5.54], "multiplicity": 5, "symbols": ["C", "C", "C", "C", "C", "C", "C", "C", "N", "Os", "C", "P", "H", "H", "H", "H", "H", "H", "H", "H", "C", "C", "H", "C", "C", "H", "H", "H", "H", "H", "H", "H", "H", "H", "H", "H", "H", "H", "H", "O", "C", "N"], "coordinates": [[-0.585, -3.392, 1.695], [0.543, -2.648, 2.020], [0.553, -1.276, 1.720], [-0.481, -0.642, 0.995], [-1.558, -1.474, 0.573], [-1.616, -2.818, 0.961], [1.712, -0.418, 2.089], [1.979, 0.727, 1.055], [2.593, 0.318, -0.214], [0.313, 0.828, -0.179], [-2.531, -0.889, -0.422], [-1.632, 0.515, -1.330], [1.423, -3.083, 2.491], [-2.445, -3.460, 0.640], [-0.595, -4.437, 1.981], [-3.433, -0.443, 0.023], [-2.866, -1.604, -1.173], [1.608, 0.052, 3.079], [2.630, -1.013, 2.184], [1.397, 1.855, 0.824], [-3.044, 1.598, -1.830], [-1.071, -0.402, -2.821], [2.744, 1.324, 1.591], [2.493, -0.964, -0.873], [3.729, 1.199, -0.663], [-1.968, 3.568, 0.728], [3.459, -1.092, -1.398], [2.262, -1.807, -0.224], [1.714, -0.825, -1.660], [4.461, 0.542, -1.184], [3.350, 1.930, -1.388], [4.211, 1.719, 0.189], [-1.868, -0.873, -3.387], [-0.585, 0.365, -3.429], [-0.358, -1.155, -2.494], [-3.807, 1.102, -2.452], [-3.494, 2.013, -0.917], [-2.598, 2.403, -2.434], [0.812, 1.006, -1.739], [-2.626, 4.610, 3.376], [-2.447, 3.917, 2.460], [-2.380, 3.123, 1.537]], "mulliken_charge": [-0.590, -0.797, 0.320, 0.291, 0.445, -0.850, -0.842, -0.653, 0.036, 0.326, -1.163, 1.000, 0.459, 0.466, 0.427, 0.492, 0.569, 0.470, 0.423, 0.077, -1.182, -1.381, 0.748, -0.665, -0.814, 0.213, 0.384, 0.253, 0.321, 0.327, 0.334, 0.315, 0.458, 0.449, 0.411, 0.416, 0.404, 0.413, -0.089, -0.337, 0.642, -0.524]}

{"formula": "C2H3NO2S", "method": "the ωB97M-V functional and the def2-TZVPD basis", "smiles": "O=CN(S)C=O", "e_homo_ev": -9.65, "energy_ha": -681.3865, "lumo_energy_ev": 0.261, "gap_ev": 9.91, "de_lowest_kj_mol": 191.2, "symbols": ["O", "C", "N", "S", "C", "O", "H", "H", "H"], "coordinates": [[1.125, 1.753, 1.192], [0.228, 0.997, 1.020], [-0.061, 0.301, -0.157], [1.346, 0.618, -1.299], [-0.961, -0.891, -0.226], [-0.946, -1.807, -1.034], [-0.248, 0.627, 1.877], [1.291, -0.678, -1.868], [-1.774, -0.919, 0.495]], "mulliken_charge": [-0.449, 0.105, -0.038, -0.120, 0.105, -0.448, 0.330, 0.172, 0.342]}

{"formula": "CH6Cl2OSi2", "method": "the ωB97M-V functional and the def2-TZVPD basis", "e_homo_ev": -8.85, "energy_ha": -1616.3401, "lumo_energy_ev": -0.791, "gap_ev": 8.06, "de_lowest_kj_mol": 371.5, "symbols": ["C", "O", "Si", "Si", "Cl", "Cl", "H", "H", "H", "H", "H", "H"], "coordinates": [[-0.341, -2.256, -0.173], [0.480, 0.984, 0.903], [1.337, 2.019, 0.135], [-1.453, -0.595, -0.002], [-2.601, -0.383, 1.607], [-1.737, 0.538, -1.648], [0.182, -2.437, -1.065], [0.256, -2.010, 0.758], [-0.955, -3.162, 0.063], [1.988, 1.453, -1.101], [2.279, 2.776, 1.051], [0.565, 3.072, -0.527]], "mulliken_charge": [-0.860, -0.496, 0.274, 0.892, -0.109, -0.130, 0.349, 0.251, 0.326, -0.166, -0.156, -0.175]}

{"formula": "C3H9NO", "method": "the ωB97M-V functional and the def2-TZVPD basis", "smiles": "C=CCN.O", "e_homo_ev": -9.69, "energy_ha": -249.6525, "lumo_energy_ev": 1.004, "gap_ev": 10.69, "de_lowest_kj_mol": 160.7, "symbols": ["C", "C", "C", "N", "H", "H", "H", "H", "H", "H", "H", "O", "H", "H"], "coordinates": [[-0.703, -1.436, -0.041], [0.107, -0.510, 0.460], [0.898, 0.462, -0.353], [2.250, 0.580, 0.273], [-1.332, -2.068, 0.573], [-0.583, -1.765, -1.070], [0.201, -0.455, 1.542], [0.423, 1.440, -0.369], [1.103, 0.045, -1.339], [2.773, 1.340, -0.146], [2.130, 0.866, 1.239], [-2.756, 0.732, -0.179], [-2.501, 0.262, -0.984], [-2.011, 0.508, 0.395]], "mulliken_charge": [-0.910, -0.102, -0.109, -0.643, 0.261, 0.284, 0.215, 0.230, 0.296, 0.235, 0.214, -0.663, 0.343, 0.349]}